Here is a molecular structure, C28H22Cl5N3O4S2W from the Open Molecules 2025 dataset. Energies are from ωB97M-V/def2-TZVPD.

Geometry as XYZ:
```
65
Properties=species:S:1:pos:R:3:forces:R:3
W 1.042 -1.925 -1.218 -0.4963 0.4130 -0.0908
C -1.799 4.049 1.639 0.0053 -0.0088 -0.0019
C -1.253 3.154 2.715 -0.0129 0.0147 -0.0026
C -1.471 3.423 4.059 0.0040 -0.0067 -0.0006
C -0.976 2.595 5.057 0.0003 -0.0071 0.0056
C -0.264 1.461 4.700 -0.0050 0.0143 0.0000
C -0.041 1.161 3.365 0.0080 0.0119 -0.0200
C -0.516 2.012 2.367 -0.0041 -0.0131 0.0054
N -0.317 1.766 0.995 -0.0213 -0.0179 -0.0445
C 0.475 0.718 0.512 0.2560 -0.0798 0.0322
N 1.740 0.758 0.974 -0.0121 -0.1252 -0.0449
C 2.674 -0.322 1.145 -0.1611 0.0349 -0.0524
C 2.564 -1.485 0.384 0.0987 0.1081 -0.2375
C 3.495 -2.487 0.728 -0.0607 -0.0627 -0.0517
C 4.449 -2.336 1.721 -0.0759 0.1369 -0.0118
C 4.542 -1.130 2.410 -0.0771 0.0172 -0.0617
C 3.653 -0.101 2.130 0.0553 -0.0151 0.0596
C 3.763 1.212 2.868 0.0118 -0.0236 0.0063
N 0.017 -0.139 -0.349 -0.2617 -0.1009 0.2230
C -1.384 -0.032 -0.666 0.0888 0.0097 0.0786
C -1.779 0.803 -1.706 0.1014 0.2284 -0.1743
C -3.112 0.860 -2.095 0.1011 0.0566 -0.0219
C -4.052 0.095 -1.428 -0.0199 -0.0501 0.0591
C -3.655 -0.707 -0.366 -0.0516 0.0289 -0.0311
C -2.328 -0.785 0.044 -0.0273 0.1036 -0.0576
C -1.940 -1.657 1.201 0.1310 0.0093 0.0277
H -2.263 4.934 2.073 0.0015 -0.0009 0.0003
H -2.557 3.538 1.038 -0.0043 0.0063 0.0016
H -1.011 4.365 0.953 -0.0027 0.0021 0.0028
H -2.040 4.307 4.325 0.0001 0.0002 -0.0039
H -1.154 2.829 6.099 0.0002 0.0003 -0.0022
H 0.116 0.790 5.461 0.0017 -0.0007 -0.0024
H 0.495 0.259 3.100 0.0126 -0.0060 -0.0108
H -1.132 1.935 0.422 -0.0004 -0.0238 -0.0484
H 1.931 1.586 1.512 0.0193 0.0087 -0.0001
H 3.477 -3.414 0.165 -0.0187 0.0507 0.0005
H 5.143 -3.141 1.935 0.0055 0.0040 0.0126
H 5.308 -0.979 3.164 -0.0047 0.0058 0.0031
H 4.594 1.175 3.572 0.0028 0.0023 -0.0026
H 2.862 1.451 3.444 -0.0060 -0.0008 -0.0014
H 3.952 2.051 2.189 -0.0007 0.0010 -0.0031
H -1.016 1.358 -2.259 -0.2765 -0.1123 0.3053
H -3.395 1.473 -2.942 0.0004 -0.0019 0.0009
H -5.089 0.107 -1.741 0.0062 -0.0088 -0.0008
H -4.390 -1.310 0.156 -0.0097 -0.0044 -0.0036
H -2.825 -2.128 1.629 0.0034 0.0037 0.0103
H -1.447 -1.075 1.986 -0.0257 -0.0147 -0.0077
H -1.240 -2.435 0.888 0.0207 -0.0222 -0.0608
Cl 1.202 0.458 -3.433 0.1348 0.1818 0.0761
C -0.201 -0.513 -3.750 0.0551 -0.3617 0.0549
C -0.395 -1.628 -2.910 0.4800 0.0635 -0.2043
C -1.584 -2.319 -3.194 -0.1329 0.0113 -0.0157
Cl -2.057 -3.682 -2.208 0.1007 0.0246 -0.0315
C -2.471 -1.956 -4.210 0.1120 0.0373 0.0982
Cl -3.934 -2.849 -4.495 0.0222 0.0013 0.0261
C -2.212 -0.841 -5.001 -0.1409 -0.0581 -0.0220
Cl -3.330 -0.338 -6.230 0.0211 -0.0121 0.0107
C -1.057 -0.112 -4.758 0.1180 0.1058 -0.0046
Cl -0.738 1.330 -5.669 -0.0395 -0.0206 -0.0274
O 0.391 -3.304 -0.487 0.0985 -0.3742 0.1948
O 3.794 -3.721 -4.826 -0.1108 -0.0493 -0.0361
S 2.886 -2.596 -4.607 -0.1118 -0.1340 -0.0103
O 1.490 -2.858 -4.934 0.0130 -0.0838 -0.0222
O 3.385 -1.350 -5.181 0.0562 0.1468 0.1426
S 2.989 -2.360 -2.464 0.0243 -0.0436 -0.0107
```
Positions in Å, forces in eV/Å.

Charge: -2
Frontier orbital gap in eV: 4.1
Total energy in Eh: -4710.00883
ΔE to the lowest compared entry with this formula, charge and spin in kcal/mol: 0.0
E_LUMO in eV: 3.63
Strongest force on any atom in eV Å⁻¹: 0.7
Spin multiplicity: 1

=====

Here is 2 unconnected molecules or ions with the total composition C13H27N2O5 from the Open Molecules 2025 dataset. Energies are from ωB97M-V/def2-TZVPD.

Geometry as XYZ:
```
47
Properties=species:S:1:pos:R:3:forces:R:3
C 2.117 -0.630 0.032 -0.0463 -0.0406 -0.1643
C 0.668 -0.488 0.416 0.1932 -0.4882 0.0512
O 0.146 0.563 0.665 -0.1339 0.3835 0.2376
N -0.088 -1.674 0.554 -0.3494 0.3149 -0.6420
C -1.464 -1.480 1.062 0.1427 0.0184 0.0107
C -2.412 -0.636 0.253 0.0246 0.0988 0.0563
O -1.784 -2.062 2.049 -0.1075 -0.1432 0.0472
C 0.115 -2.780 -0.313 0.1711 -0.1689 0.3992
N -0.622 -2.589 -1.648 0.0482 -0.1077 -0.0740
C -0.200 -3.568 -2.727 -0.0755 -0.0217 -0.0303
C 0.357 -4.882 -2.164 -0.0188 -0.0113 0.0008
C -0.013 -5.264 -0.711 0.0004 -0.0020 -0.0260
C -0.405 -4.115 0.232 0.0365 0.0918 -0.0558
O 0.176 -4.300 1.490 0.0884 -0.2776 -0.0594
H 2.235 -0.530 -1.051 0.0074 0.0246 0.0308
H 2.543 -1.581 0.345 0.0400 0.0627 0.0757
H 2.656 0.194 0.495 -0.0013 -0.0283 -0.0248
H -1.927 -0.029 -0.507 0.0312 -0.0558 0.0008
H -3.173 -1.290 -0.188 0.0011 0.0217 0.0478
H -2.926 0.034 0.941 -0.0578 -0.0142 -0.0397
H 1.171 -2.868 -0.564 0.0030 0.0487 -0.0304
H -1.621 -2.705 -1.466 0.0263 0.0792 0.0086
H -0.498 -1.629 -1.975 -0.0151 -0.0224 0.0110
H 0.545 -3.055 -3.331 -0.0106 -0.0249 0.0168
H -1.078 -3.727 -3.349 -0.0095 0.0215 0.0228
H 0.014 -5.670 -2.832 0.0835 -0.0262 -0.0068
H 1.441 -4.864 -2.261 -0.0012 0.0723 0.0422
H -0.785 -6.033 -0.692 -0.0374 0.0738 -0.0138
H 0.871 -5.709 -0.255 -0.0277 -0.0483 -0.0075
H -1.499 -4.028 0.305 0.0206 -0.0691 0.0663
H -0.491 -4.430 2.170 -0.0525 0.1994 0.0417
C -1.221 6.286 0.944 -0.0027 0.0027 0.0041
O -0.622 5.502 1.958 0.0561 0.0167 -0.0021
C -0.436 4.147 1.605 -0.0657 -0.0038 0.0198
C 0.989 3.847 1.193 0.0720 0.0258 -0.0638
O 1.356 4.518 -0.002 -0.0275 0.0057 -0.0048
C 2.114 5.695 0.214 -0.0134 0.0097 -0.0029
H -1.157 7.325 1.261 -0.0147 -0.0041 0.0084
H -0.705 6.171 -0.013 -0.0005 0.0081 -0.0024
H -2.276 6.022 0.815 0.0046 -0.0154 -0.0147
H -1.118 3.865 0.793 0.0047 -0.0041 0.0029
H -0.682 3.538 2.480 0.0016 -0.0094 -0.0065
H 1.076 2.775 1.002 0.0029 0.0098 0.0583
H 1.672 4.114 2.007 -0.0025 0.0026 -0.0012
H 3.124 5.453 0.561 -0.0057 -0.0013 0.0204
H 1.637 6.352 0.945 0.0045 0.0079 -0.0052
H 2.185 6.213 -0.740 0.0128 -0.0115 -0.0027
```
Positions in Å, forces in eV/Å.

Charge: +1
Frontier orbital gap in eV: 7.4
Total energy in Eh: -996.96067
ΔE to the lowest compared entry with this formula, charge and spin in kcal/mol: 6.6
E_LUMO in eV: -3.38
Strongest force on any atom in eV Å⁻¹: 0.8
Spin multiplicity: 1

=====

Here is a molecular structure, C11H20N2O5S4TeTi in a non-equilibrium geometry from the Open Molecules 2025 dataset. Energies are from ωB97M-V/def2-TZVPD.

Geometry as XYZ:
```
44
Properties=species:S:1:pos:R:3:forces:R:3
Ti 0.689 -0.435 0.852 0.9098 0.3574 1.2814
C -1.420 -2.550 0.283 0.6201 -0.4203 -0.1465
C -2.503 -1.498 0.533 -0.3263 0.0212 0.2003
O -2.183 -0.288 -0.111 -0.2429 0.1365 -0.0444
C -2.478 -0.256 -1.503 -0.1679 -0.1144 0.2832
C -1.491 0.642 -2.192 0.0972 0.0959 -0.0375
O -0.210 0.053 -2.029 -0.1271 0.0001 -0.2078
C 0.839 0.781 -2.598 0.1794 0.2994 -0.2865
C 2.133 0.433 -1.838 0.2448 -0.1877 0.0397
O 1.923 -0.592 -0.852 -0.1515 0.1727 -0.0450
C 1.923 -1.951 -1.319 0.2427 0.0231 -0.1122
C 0.639 -2.714 -0.971 -0.5248 -0.3824 0.0343
O -0.255 -1.876 -0.233 -0.0110 -0.1054 -0.1112
H -1.678 -3.274 -0.489 -0.2967 -0.0751 0.0115
H -1.104 -3.083 1.196 -0.2557 0.1315 -0.2421
H -2.575 -1.279 1.603 0.0094 -0.0427 -0.3757
H -3.466 -1.889 0.196 -0.0801 -0.0014 -0.0324
H -3.501 0.122 -1.645 0.1203 -0.0281 -0.0522
H -2.422 -1.261 -1.936 0.0368 -0.0139 0.0105
H -1.490 1.642 -1.735 -0.0454 -0.1729 -0.1257
H -1.740 0.711 -3.258 -0.0512 0.0541 0.0214
H 0.663 1.862 -2.523 -0.0438 -0.0831 0.0941
H 0.940 0.555 -3.668 -0.0365 -0.1026 0.0496
H 2.517 1.286 -1.281 -0.0687 -0.1248 -0.0411
H 2.928 0.076 -2.499 -0.1030 0.1418 -0.0308
H 2.048 -1.914 -2.397 0.0774 -0.1422 -0.1614
H 2.775 -2.437 -0.836 -0.1179 0.0361 -0.1387
H 0.887 -3.580 -0.333 -0.0562 0.2462 -0.3203
H 0.082 -3.017 -1.867 0.2409 -0.0274 0.0503
O -2.897 4.586 4.075 -0.0090 -0.0237 -0.0231
C -2.301 3.736 3.472 -0.1494 0.1875 0.1207
S -1.466 4.028 1.939 0.1146 -0.0078 -0.1446
C -0.836 2.403 1.738 0.1322 0.4889 -0.4726
C -1.163 1.518 2.673 -0.2732 -0.4803 0.4658
S -0.573 -0.136 2.751 -0.1063 0.3389 0.3891
S -2.164 2.058 4.005 0.0096 -0.0346 0.0064
S 0.160 2.058 0.347 0.0131 -0.2393 0.1022
N 3.298 1.505 1.084 -0.0751 0.4810 0.0694
N 2.347 0.762 1.864 0.0329 -0.1930 0.4910
H 3.987 1.900 1.727 -0.1620 0.0156 -0.2468
H 2.762 2.290 0.694 0.2101 -0.2578 0.1541
H 1.836 1.367 2.534 0.4575 -0.4978 -0.3646
H 2.865 0.037 2.375 -0.3179 0.3839 -0.1376
Te 1.676 -2.381 2.174 0.0506 0.1468 0.0258
```
Positions in Å, forces in eV/Å.

Frontier orbital gap (alpha / beta) in eV: 6.5 / 6.4
Total energy in Eh: -3627.07061
ΔE to the lowest compared entry with this formula, charge and spin in kcal/mol: 0.0
E_LUMO (alpha / beta) in eV: -0.45 / -0.57
Strongest force on any atom in eV Å⁻¹: 1.6
Spin multiplicity: 1